--- one ---
Entry from the OMol25 dataset: an isolated molecule of C6H7P (wB97M-V/def2-TZVPD).

Each line ends with the natural charge from an NBO analysis.
Element x y z (Å)
C 2.18103 0.02869 -0.61166  -0.38
C 1.74052 -0.11215 0.58773  -0.47
P 0.09388 -0.72632 1.20934  0.75
C -0.71769 -1.20252 -0.35047  -0.50
C -1.70124 -0.35187 -0.69020  -0.22
C -1.82139 0.75968 0.18266  -0.25
C -0.87032 0.85396 1.14614  -0.45
H 3.14314 0.43212 -0.59251  0.20
H 1.67606 -0.27863 -1.62574  0.22
H 2.46203 0.16502 1.43504  0.22
H -0.64468 -2.24101 -0.67466  0.23
H -2.32181 -0.47611 -1.55233  0.21
H -2.50747 1.48538 -0.26936  0.22
H -0.71206 1.66378 1.80603  0.22

## Properties
Lowest unoccupied orbital energy   0.46 eV
Charge   0
M   110.10 g mol⁻¹
SMILES   C=CP1=CC=CC=1

***

--- two ---
Entry from the OMol25 dataset: an isolated molecule of C6H7P (wB97M-V/def2-TZVPD).

Each line ends with the natural charge from an NBO analysis.
Element x y z (Å)
C -1.82609 1.64960 0.67961  -0.48
C -0.46638 1.28684 0.50541  -0.23
C -0.09860 0.03448 -0.04665  0.00
C -0.81445 -1.21979 -0.22820  -0.68
C 1.66661 -0.23098 -0.09039  -0.20
C 2.63869 -1.02928 -0.53522  -0.60
P 3.28039 0.59562 -0.18724  0.67
H -2.04422 2.69762 0.72407  0.21
H -2.49223 0.80046 0.60381  0.19
H 0.33681 1.90898 0.79489  0.21
H -1.25689 -1.15470 -1.25783  0.22
H -1.67773 -1.33237 0.34312  0.22
H -0.23007 -2.08603 -0.14458  0.23
H 2.98418 -1.92046 -1.16079  0.26

## Properties
Lowest unoccupied orbital energy (alpha / beta)   -1.23 / -2.04 eV
Charge   0
M   110.10 g mol⁻¹
SMILES   C=C/C(C)=C1C=P/1

***

Which of them is the most stable, and which is the least stable? one and two, in that order.

***

--- one ---
Entry from the OMol25 dataset: a structure of composition C7H7BrO3 (wB97M-V/def2-TZVPD).

Each line ends with the natural charge from an NBO analysis.
Element x y z (Å)
C -1.39857 0.73521 1.04166  -0.27
C -1.48188 -0.35724 1.79447  0.05
C 0.38822 -0.39044 -0.02788  0.81
C -1.83055 2.14400 0.66235  -0.45
C -0.64718 2.11414 -0.27438  0.52
C -0.28240 0.84062 0.09883  -0.35
C 0.09313 -2.59556 1.07059  -0.26
O 1.29266 -0.76048 -0.72581  -0.60
O -0.20020 2.91053 -1.22655  -0.68
O -0.23894 -1.22034 0.84914  -0.44
Br 2.27894 1.44282 -2.42723  -0.22
H -2.89349 2.27769 0.28385  0.25
H -1.91056 2.95024 1.33506  0.24
H 1.88252 0.41536 -1.69177  0.23
H 1.15610 -2.58746 1.56600  0.21
H -0.10630 -3.32439 0.28978  0.21
H -0.50459 -3.03982 1.77044  0.22
H 0.65677 2.72562 -1.80368  0.52

## Properties
Lowest unoccupied orbital energy   0.07 eV
Charge   0
M   219.03 g mol⁻¹

***

--- two ---
Entry from the OMol25 dataset: a structure of composition C7H7BrO3 (wB97M-V/def2-TZVPD).

Each line ends with the natural charge from an NBO analysis.
Element x y z (Å)
C -0.13777 -1.97151 0.66015  -0.26
C 0.57613 -0.76411 1.23080  -0.09
C -0.93881 -1.88297 -0.35876  -0.13
C 0.56789 0.42669 0.67981  -0.19
C 1.41311 1.59423 0.97620  0.42
C -1.28830 -0.50728 -0.98518  -0.28
C -0.19455 0.54591 -0.72302  0.48
O 1.60566 2.66255 0.39086  -0.57
O -0.76213 1.76098 -0.72616  -0.74
O 0.76373 0.24535 -1.71943  -0.72
Br -2.77058 -0.09541 0.23668  0.01
H 0.21452 -2.94280 1.03355  0.23
H 1.00887 -0.96025 2.25347  0.22
H -1.48144 -2.72396 -0.78310  0.23
H 1.93174 1.48590 2.08097  0.11
H -1.74851 -0.43099 -2.04539  0.28
H -0.22453 2.61723 -0.51163  0.53
H 1.46497 0.94045 -1.68985  0.48

## Properties
Lowest unoccupied orbital energy   -0.72 eV
Charge   0
M   219.03 g mol⁻¹

***

Which of them is the most stable, and which is the least stable? two and one, in that order.

***

--- one ---
Entry from the OMol25 dataset: a cluster of 19 separate species, H38O19 in total (wB97M-V/def2-TZVPD).

Each line ends with the Löwdin spin population.
Element x y z (Å)
O -1.40431 -2.47831 3.34821  0.00
H -2.37673 -2.36522 3.23926  0.00
H -1.48966 -3.22300 3.87417  0.00
O 2.76777 -0.13253 -1.63172  0.00
H 3.59816 -0.07366 -2.10375  0.00
H 2.74008 -0.84767 -0.94861  0.00
O -4.29558 -0.24976 1.67092  0.01
H -5.01828 -0.16767 1.03574  0.00
H -3.46981 0.09478 1.40446  0.00
O 3.89435 2.14362 0.36021  0.00
H 4.09956 1.20822 0.34983  0.00
H 3.48497 2.22872 -0.47879  0.00
O -2.57454 0.42484 4.43519  0.00
H -2.93376 0.49811 3.53549  0.00
H -1.67213 0.17111 4.20754  0.00
O 0.63198 -3.91817 0.84317  0.04
H 0.26159 -3.21621 1.42924  0.00
H 0.01342 -4.00689 0.16053  0.00
O 3.27047 -1.48772 0.62009  0.00
H 2.67489 -0.97901 1.14818  0.00
H 2.90596 -2.29919 0.35991  0.00
O -2.24440 3.82180 0.09740  0.00
H -2.22931 4.13676 1.02029  0.00
H -1.38583 3.91882 -0.21532  0.00
O 0.50756 1.97796 -0.63784  0.00
H 1.36938 1.59505 -0.32997  0.00
H 0.24270 1.23050 -1.19807  0.00
O -1.82494 1.89810 -1.88110  0.00
H -2.03845 1.80428 -0.99845  0.00
H -1.35709 1.08586 -2.04087  0.00
O -3.47265 -0.59107 -0.97727  0.15
H -2.68799 -0.57004 -0.41730  0.00
H -3.11256 -0.05381 -1.80346  0.00
O 1.84249 1.24860 1.83193  0.00
H 1.99519 1.91815 2.53968  0.00
H 2.40645 0.46580 1.91215  0.00
O -2.40017 -2.30951 -2.68119  0.59
H -1.39284 -2.14935 -2.79394  0.00
H -2.98040 -1.51972 -2.72296  0.00
O -1.54460 -3.84589 -1.00336  0.21
H -1.37055 -4.32092 -1.82594  0.00
H -2.40590 -3.48616 -0.83849  0.00
O 1.53789 -1.80995 -3.70539  0.00
H 2.45611 -1.72064 -3.63489  0.00
H 1.30974 -1.65503 -4.62897  0.00
O -0.21381 -1.27487 -1.83612  0.01
H 0.56213 -1.34803 -2.30204  0.00
H -0.77054 -1.88688 -1.48658  0.00
O 1.37363 3.48032 -3.11305  0.00
H 0.69349 4.15111 -3.12998  0.00
H 0.72637 2.77517 -3.03148  0.00
O 2.00451 -0.69576 4.06728  0.00
H 2.60481 -0.29479 4.71323  0.00
H 2.02392 0.14885 3.55440  0.00
O 1.38152 4.44044 1.14328  0.00
H 0.97557 3.77840 0.51402  0.00
H 2.31016 4.33207 0.98108  0.00

## Properties
Lowest unoccupied orbital energy (alpha / beta)   -4.18 / -10.95 eV
Charge   +1
Multiplicity   2
M   342.29 g mol⁻¹
Expectation value of S²   0.756

***

--- two ---
Entry from the OMol25 dataset: a cluster of 19 separate species, H38O19 in total (wB97M-V/def2-TZVPD).

Each line ends with the Löwdin spin population.
Element x y z (Å)
O -1.50454 -2.77772 2.54120  0.00
H -1.87255 -2.28313 1.80374  0.00
H -1.24853 -2.13114 3.20188  0.00
O -1.41423 -0.73997 0.21847  0.00
H -1.11309 -1.58701 -0.14193  0.00
H -2.25354 -0.56092 -0.23536  0.00
O 3.49820 -1.18773 2.83667  0.50
H 3.10284 -0.81699 3.65888  0.00
H 3.53011 -2.13696 3.07274  0.01
O -4.32842 0.59096 0.36541  0.00
H -5.09811 0.41250 0.89724  0.00
H -3.55921 1.01002 0.74365  0.00
O 3.15652 0.78809 -2.50935  0.00
H 3.00203 0.03480 -3.07435  0.00
H 2.25589 1.01227 -2.20928  0.00
O -3.05249 -2.69034 -1.50318  0.00
H -2.27900 -2.20414 -1.78831  0.00
H -2.80722 -3.06874 -0.65458  0.00
O 0.75215 0.09967 1.72063  0.02
H -0.18180 0.29192 1.57512  0.00
H 1.18407 -0.40856 1.04924  0.00
O 1.12411 0.76984 -0.79473  0.00
H 0.29557 1.22309 -0.57807  0.00
H 1.63801 1.12738 -0.05287  0.00
O 2.57497 2.72004 3.37645  0.00
H 1.70583 2.41678 3.64735  0.00
H 3.15776 1.97175 3.24420  0.00
O -1.01100 3.42074 -1.14761  0.00
H -0.95635 3.01223 -2.01323  0.00
H -0.35358 4.10657 -1.15585  0.00
O 3.67277 0.51794 0.70027  0.12
H 4.06076 1.34545 1.01972  0.00
H 4.00332 0.49891 -0.20995  0.00
O 1.31541 -0.89113 4.26616  0.03
H 0.76161 -0.55614 4.97817  0.00
H 1.14910 -0.35527 3.46884  0.00
O -3.80100 -0.57213 -2.78153  0.00
H -4.20630 0.09823 -2.22928  0.00
H -4.15205 -1.40004 -2.41338  0.00
O -3.55096 3.64098 1.13172  0.00
H -2.78100 3.06004 1.19388  0.00
H -3.34051 4.16968 0.36167  0.00
O 0.64985 -2.18225 -1.08629  0.04
H 0.65749 -1.67856 -1.94449  0.00
H 1.08497 -1.38437 -0.72815  0.00
O 4.03240 -2.45605 -0.69054  0.28
H 3.21198 -2.33752 -0.19108  0.00
H 4.18213 -1.56610 -1.05057  0.00
O -1.29745 -0.23428 -4.30051  0.00
H -2.22772 -0.11895 -4.17484  0.00
H -0.95024 0.20261 -5.07873  0.00
O 1.35786 -1.52956 -3.63477  0.00
H 1.42109 -2.49453 -3.58929  0.00
H 0.47660 -1.43010 -4.03830  0.00
O -1.37753 2.01134 1.49149  0.00
H -0.54645 1.66912 1.19194  0.00
H -1.75051 1.55735 2.24366  0.00

## Properties
Lowest unoccupied orbital energy (alpha / beta)   -3.34 / -10.97 eV
Charge   +1
Multiplicity   2
M   342.29 g mol⁻¹
Expectation value of S²   0.756

***

Which of them is the most stable, and which is the least stable? two and one, in that order.